5 unconnected molecules or ions with the total composition C19H47B3N4O8S in a non-equilibrium geometry, computed with ωB97M-V/def2-TZVPD.

Cartesian coordinates (Å):
1 C 2.162 -4.233 -1.111
2 C 2.294 -2.616 -1.012
3 C 3.816 -2.217 -0.736
4 C 4.080 -0.705 -0.280
5 N 2.938 0.239 -0.382
6 B 2.757 0.838 -1.729
7 O 2.705 2.294 -1.898
8 B 1.298 2.509 -2.257
9 C 0.389 3.352 -1.210
10 N -0.161 4.644 -1.743
11 O 0.854 1.903 -3.491
12 B 1.214 0.488 -3.391
13 C 0.174 -0.729 -3.676
14 C -1.183 -0.296 -4.424
15 C -2.332 -1.333 -3.913
16 C -2.932 -0.845 -2.503
17 S -3.231 -2.223 -1.293
18 C -3.356 -1.330 0.339
19 N -2.734 -1.625 1.588
20 N -3.141 -0.619 2.428
21 C -4.007 0.283 1.726
22 O -4.171 -0.157 0.388
23 O 2.562 0.085 -2.973
24 H 2.967 -4.635 -1.828
25 H 2.335 -4.683 -0.068
26 H 1.146 -4.555 -1.541
27 H 1.894 -2.219 -2.014
28 H 1.626 -2.239 -0.166
29 H 4.428 -2.438 -1.672
30 H 4.202 -2.947 0.069
31 H 4.920 -0.290 -0.956
32 H 4.500 -0.652 0.790
33 H 2.069 -0.102 0.043
34 H 1.072 3.623 -0.315
35 H -0.402 2.640 -0.786
36 H 0.562 5.359 -1.534
37 H -0.934 4.896 -1.085
38 H -0.112 -1.198 -2.657
39 H 0.694 -1.523 -4.316
40 H -1.000 -0.422 -5.551
41 H -1.467 0.795 -4.258
42 H -3.134 -1.452 -4.712
43 H -1.787 -2.348 -3.834
44 H -3.917 -0.278 -2.656
45 H -2.184 -0.078 -2.075
46 H -4.501 1.214 2.138
47 C -2.524 4.050 4.023
48 C -1.867 3.343 2.853
49 O -1.509 4.284 1.847
50 H -3.417 4.587 3.693
51 H -2.808 3.337 4.800
52 H -1.847 4.791 4.456
53 H -2.553 2.619 2.410
54 H -0.966 2.812 3.174
55 H -0.895 4.916 2.243
56 C 7.692 -1.800 1.990
57 C 6.710 -2.955 1.951
58 O 6.336 -3.237 0.608
59 H 7.251 -0.907 1.539
60 H 7.983 -1.569 3.018
61 H 8.591 -2.037 1.415
62 H 5.805 -2.705 2.509
63 H 7.150 -3.856 2.391
64 H 7.140 -3.465 0.123
65 C -2.239 -5.021 3.349
66 C -2.093 -5.902 2.124
67 O -1.353 -7.075 2.445
68 H -1.257 -4.737 3.736
69 H -2.801 -4.115 3.113
70 H -2.756 -5.557 4.151
71 H -1.558 -5.372 1.334
72 H -3.073 -6.200 1.738
73 H -1.836 -7.543 3.138
74 C -4.931 6.632 0.639
75 C -4.476 5.921 -0.620
76 O -3.100 5.579 -0.520
77 H -4.341 7.537 0.803
78 H -5.987 6.906 0.573
79 H -4.788 5.994 1.517
80 H -4.600 6.569 -1.490
81 H -5.055 5.007 -0.784
82 H -2.998 4.997 0.249

Computed properties:
**LUMO energy**: 0.1 eV
**Charge**: 0
**SMILES string**: CCCCNB1OB(CN)OB(CCCCSc2nnco2)O1.CCO.CCO.CCO.CCO
**Orbital gap**: 9.1 eV
**Energy above the lowest of the compared OMol25 structures with the same formula, charge and spin**: 4.737 eV

13 unconnected molecules or ions with the total composition C19H47N13O22 in a non-equilibrium geometry, computed with ωB97M-V/def2-TZVPD.

Cartesian coordinates (Å):
1 C -0.723 -3.573 1.744
2 C 0.615 -4.166 2.148
3 C 1.515 -4.618 0.979
4 C 0.786 -5.476 0.065
5 N 0.055 -6.026 -0.607
6 H -0.666 -2.662 1.164
7 H -1.212 -3.264 2.694
8 H -1.317 -4.339 1.188
9 H 0.420 -5.000 2.843
10 H 1.168 -3.444 2.806
11 H 2.393 -5.141 1.347
12 H 1.885 -3.687 0.437
13 C 2.106 -0.517 -7.493
14 C 2.255 0.879 -6.836
15 C 0.879 1.336 -6.125
16 C 0.389 0.257 -5.316
17 N 0.061 -0.598 -4.659
18 H 2.000 -0.347 -8.578
19 H 1.265 -1.127 -7.214
20 H 2.942 -1.195 -7.193
21 H 2.340 1.667 -7.664
22 H 3.026 0.867 -6.069
23 H 0.071 1.710 -6.826
24 H 1.088 2.176 -5.517
25 C -1.378 1.895 -2.851
26 N -1.186 3.276 -3.428
27 O -0.773 3.354 -4.566
28 O -1.481 4.201 -2.718
29 H -2.405 1.774 -3.178
30 H -1.384 1.973 -1.775
31 H -0.712 1.184 -3.325
32 C -0.210 4.763 0.852
33 N 0.341 3.493 0.420
34 O 1.531 3.329 0.405
35 O -0.449 2.635 0.134
36 H 0.606 5.366 1.238
37 H -0.968 4.614 1.634
38 H -0.647 5.179 -0.048
39 C 3.816 -2.185 -4.196
40 N 3.427 -1.903 -2.781
41 O 3.628 -0.743 -2.405
42 O 2.863 -2.754 -2.130
43 H 4.836 -1.852 -4.353
44 H 3.111 -1.633 -4.824
45 H 3.677 -3.292 -4.262
46 C 0.984 -0.298 -0.623
47 N -0.087 -0.222 0.341
48 O 0.156 0.214 1.446
49 O -1.151 -0.728 0.120
50 H 0.532 -0.330 -1.612
51 H 1.525 -1.188 -0.483
52 H 1.552 0.606 -0.415
53 C -2.469 -1.970 -2.467
54 N -3.627 -1.312 -1.818
55 O -4.316 -1.903 -1.018
56 O -3.835 -0.126 -2.058
57 H -2.206 -2.789 -1.810
58 H -1.656 -1.247 -2.578
59 H -2.850 -2.335 -3.424
60 C -2.602 0.636 5.917
61 N -1.674 0.807 7.064
62 O -0.723 0.045 7.150
63 O -1.879 1.732 7.817
64 H -3.288 -0.130 6.218
65 H -2.011 0.357 5.021
66 H -3.110 1.552 5.798
67 C 2.583 1.547 3.268
68 N 1.747 2.732 3.563
69 O 0.702 2.553 4.139
70 O 2.163 3.786 3.143
71 H 3.386 1.485 3.995
72 H 2.989 1.715 2.244
73 H 1.987 0.658 3.195
74 C 3.589 2.871 -1.749
75 N 2.352 3.225 -2.502
76 O 2.063 4.372 -2.707
77 O 1.659 2.265 -2.928
78 H 3.932 1.917 -2.162
79 H 3.241 2.777 -0.736
80 H 4.360 3.646 -1.800
81 C -4.916 -1.854 2.282
82 N -3.947 -1.692 3.385
83 O -4.339 -1.957 4.532
84 O -2.819 -1.345 3.074
85 H -5.888 -2.162 2.676
86 H -4.472 -2.612 1.613
87 H -4.941 -0.849 1.868
88 C -3.484 2.005 0.508
89 N -3.626 2.360 1.931
90 O -2.961 3.272 2.345
91 O -4.419 1.764 2.614
92 H -3.912 0.986 0.435
93 H -2.444 1.943 0.248
94 H -4.002 2.742 -0.143
95 C 1.407 -1.865 6.050
96 N 2.318 -2.762 5.288
97 O 2.788 -2.274 4.277
98 O 2.453 -3.928 5.581
99 H 0.447 -2.361 6.000
100 H 1.455 -0.861 5.631
101 H 1.698 -1.857 7.093

Computed properties:
**LUMO energy**: -0.5 eV
**Charge**: 0
**Orbital gap**: 10.3 eV

A molecular structure, C19H48AsCl2F6MnNO5PSi3 in a non-equilibrium geometry, computed with ωB97M-V/def2-TZVPD.

Cartesian coordinates (Å):
1 Mn -1.263 0.292 -0.941
2 C -2.973 2.916 2.596
3 C -2.586 1.547 2.069
4 O -1.405 1.613 1.248
5 H -3.884 2.836 3.185
6 H -3.157 3.604 1.769
7 H -2.189 3.330 3.228
8 H -3.407 1.121 1.486
9 H -2.340 0.869 2.886
10 H -1.469 2.458 0.775
11 C 1.384 2.335 3.469
12 Si 1.271 0.548 2.814
13 C 0.133 -0.423 4.004
14 C 3.036 -0.171 2.919
15 As 0.965 0.252 -0.225
16 Si 1.721 -2.159 -0.070
17 C 3.630 -2.209 0.117
18 C 0.879 -2.699 1.563
19 C 1.245 -3.408 -1.419
20 Si 2.173 2.503 -0.465
21 C 1.225 3.816 0.538
22 C 2.296 3.160 -2.239
23 C 3.922 2.135 0.228
24 H 1.649 2.274 4.525
25 H 0.449 2.884 3.401
26 H 2.159 2.910 2.968
27 H 0.109 0.093 4.963
28 H 0.510 -1.428 4.179
29 H -0.891 -0.507 3.652
30 H 3.340 -0.149 3.965
31 H 3.750 0.425 2.357
32 H 3.107 -1.196 2.571
33 H 3.898 -2.977 0.841
34 H 4.055 -1.263 0.448
35 H 4.109 -2.480 -0.823
36 H 1.565 -2.701 2.406
37 H 0.477 -3.707 1.473
38 H 0.051 -2.033 1.794
39 H 1.952 -3.419 -2.246
40 H 0.260 -3.199 -1.826
41 H 1.226 -4.411 -0.991
42 H 0.667 4.442 -0.154
43 H 1.915 4.464 1.076
44 H 0.520 3.395 1.248
45 H 1.334 3.089 -2.744
46 H 3.045 2.648 -2.837
47 H 2.573 4.214 -2.204
48 H 3.977 2.327 1.297
49 H 4.643 2.789 -0.257
50 H 4.221 1.103 0.046
51 Cl -1.644 -2.713 -4.882
52 C -2.865 -2.315 -3.676
53 Cl -3.472 -3.796 -2.903
54 C -2.293 -1.445 -2.549
55 O -3.061 -0.673 -1.960
56 O -1.091 -1.593 -2.227
57 H -3.713 -1.833 -4.156
58 F -0.831 2.623 -1.191
59 P -2.294 2.920 -2.066
60 F -1.878 1.579 -2.908
61 F -2.545 4.133 -1.061
62 F -1.470 3.819 -3.068
63 F -2.978 1.906 -0.933
64 F -3.658 3.075 -2.814
65 C 2.830 -0.350 -3.010
66 C 1.309 -0.239 -3.117
67 C 0.895 0.416 -4.429
68 O 0.773 0.555 -2.059
69 H 3.185 -1.152 -3.652
70 H 3.127 -0.568 -1.980
71 H 3.313 0.575 -3.321
72 H 0.878 -1.242 -3.067
73 H 1.342 1.404 -4.527
74 H -0.187 0.525 -4.470
75 H 1.219 -0.202 -5.264
76 C -3.310 -2.450 2.568
77 N -3.137 -3.026 1.250
78 C -3.808 -4.286 1.005
79 C -2.391 -2.427 0.341
80 O -1.805 -1.348 0.523
81 H -2.853 -3.099 3.317
82 H -4.371 -2.337 2.789
83 H -2.828 -1.476 2.588
84 H -4.876 -4.180 1.201
85 H -3.410 -5.057 1.668
86 H -3.675 -4.592 -0.030
87 H -2.304 -2.985 -0.596

Computed properties:
**Expectation value of S²**: 9.16
**LUMO energy (spin up / spin down)**: -5.5 / -5.2 eV
**Charge**: +1
**Orbital gap (spin up / spin down)**: 5.4 / 7.0 eV
**2S+1**: 6
**Energy above the lowest of the compared OMol25 structures with the same formula, charge and spin**: 2.903 eV

A molecular structure, C19H49CaO9Sr in a non-equilibrium geometry, computed with ωB97M-V/def2-TZVPD.

Cartesian coordinates (Å):
1 Sr 1.713 1.041 3.042
2 Ca -5.966 -0.371 -0.407
3 O 0.368 -0.751 -1.624
4 C -0.910 -0.904 -1.329
5 O -1.380 -0.799 -0.174
6 O -1.779 -0.844 -2.222
7 H 0.279 -0.668 -2.577
8 C 2.499 -2.846 -11.213
9 C 2.503 -3.037 -9.747
10 C 1.551 -2.124 -8.884
11 O 2.360 -4.411 -9.455
12 H 2.874 -1.840 -11.404
13 H 1.462 -2.900 -11.545
14 H 2.944 -3.545 -11.921
15 H 3.495 -2.809 -9.358
16 H 1.096 -2.671 -8.058
17 H 0.809 -1.750 -9.590
18 H 2.189 -1.308 -8.545
19 H 1.587 -4.836 -9.833
20 C -6.483 5.054 4.179
21 C -6.399 4.879 2.747
22 C -5.775 6.011 1.963
23 O -5.636 3.730 2.508
24 H -6.858 4.187 4.724
25 H -7.273 5.769 4.409
26 H -5.585 5.516 4.588
27 H -7.437 4.661 2.495
28 H -6.065 6.940 2.453
29 H -6.132 5.990 0.933
30 H -4.691 5.903 2.003
31 H -4.900 3.927 3.093
32 C 2.525 -6.119 3.206
33 C 1.329 -5.915 4.225
34 C 1.639 -6.465 5.586
35 O 1.262 -4.488 4.192
36 H 2.163 -5.743 2.248
37 H 2.808 -7.146 2.975
38 H 3.464 -5.574 3.304
39 H 0.376 -6.228 3.797
40 H 1.805 -7.535 5.716
41 H 0.782 -6.118 6.165
42 H 2.485 -5.961 6.053
43 H 0.701 -4.143 4.891
44 C 0.763 5.608 -2.781
45 C 1.722 6.206 -1.789
46 C 1.327 7.620 -1.377
47 O 1.920 5.360 -0.655
48 H -0.223 5.478 -2.335
49 H 1.091 4.602 -3.042
50 H 0.588 6.321 -3.587
51 H 2.687 6.353 -2.273
52 H 1.306 8.314 -2.218
53 H 2.078 8.007 -0.689
54 H 0.367 7.699 -0.867
55 H 2.705 5.687 -0.210
56 C 8.064 1.875 -0.698
57 C 7.007 0.760 -0.677
58 C 7.564 -0.547 -1.192
59 O 6.588 0.574 0.564
60 H 8.946 1.530 -0.158
61 H 7.710 2.832 -0.314
62 H 8.220 2.122 -1.748
63 H 6.140 1.093 -1.247
64 H 7.839 -0.415 -2.239
65 H 6.791 -1.303 -1.057
66 H 8.446 -0.938 -0.686
67 H 7.243 0.143 1.119
68 C -6.178 -2.258 6.439
69 C -5.820 -3.041 5.171
70 C -5.813 -4.587 5.260
71 O -6.539 -2.652 4.061
72 H -6.981 -2.677 7.045
73 H -6.317 -1.195 6.242
74 H -5.263 -2.188 7.028
75 H -4.793 -2.705 5.029
76 H -5.004 -4.971 5.882
77 H -5.794 -4.951 4.233
78 H -6.745 -4.816 5.777
79 H -7.443 -2.696 4.379

Computed properties:
**LUMO energy**: -11.4 eV
**Charge**: +3
**Orbital gap**: 1.7 eV
**Energy above the lowest of the compared OMol25 structures with the same formula, charge and spin**: 12.650 eV

A molecular structure, C19H49Cl2InO20P4 in a non-equilibrium geometry, computed with ωB97M-V/def2-TZVPD.

Cartesian coordinates (Å):
1 In -8.466 15.439 -7.333
2 C -3.332 11.962 -5.229
3 C -4.710 12.543 -5.537
4 O -4.925 13.680 -5.106
5 O -5.389 11.994 -6.448
6 H -2.875 11.623 -6.159
7 H -3.420 11.024 -4.681
8 H -2.712 12.646 -4.649
9 C -1.635 17.463 -6.500
10 Cl -0.439 18.822 -6.454
11 Cl -0.858 15.861 -6.817
12 H -2.049 17.425 -5.492
13 H -2.475 17.688 -7.157
14 C -3.220 15.154 -14.095
15 O -4.014 15.095 -12.917
16 P -3.453 15.176 -11.421
17 O -4.532 15.366 -10.400
18 O -2.623 13.759 -11.309
19 C -3.194 12.470 -11.153
20 O -2.326 16.368 -11.501
21 C -2.836 17.662 -11.855
22 H -3.702 15.707 -14.901
23 H -3.091 14.126 -14.433
24 H -2.199 15.511 -13.967
25 H -4.281 12.453 -11.084
26 H -2.782 12.093 -10.217
27 H -2.912 11.827 -11.987
28 H -2.626 18.347 -11.034
29 H -3.878 17.700 -12.172
30 H -2.321 17.934 -12.777
31 C -0.744 7.525 -1.051
32 O 0.088 8.493 -0.457
33 P -0.398 9.354 0.784
34 O -1.732 10.000 0.591
35 O -0.335 8.260 1.992
36 C -0.364 8.705 3.358
37 O 0.859 10.367 1.116
38 C 1.278 11.377 0.199
39 H -1.498 8.014 -1.668
40 H -1.282 6.967 -0.285
41 H -0.134 6.856 -1.657
42 H -0.103 9.755 3.487
43 H 0.364 8.111 3.910
44 H -1.354 8.516 3.775
45 H 1.506 12.219 0.854
46 H 0.602 11.656 -0.609
47 H 2.216 11.053 -0.252
48 C -5.123 6.992 -7.791
49 O -6.240 6.159 -8.001
50 P -6.505 6.010 -9.618
51 O -5.376 5.391 -10.390
52 O -7.900 5.165 -9.746
53 C -8.018 3.849 -9.228
54 O -6.958 7.499 -10.088
55 C -8.218 7.974 -9.615
56 H -4.700 6.589 -6.871
57 H -5.478 7.957 -7.429
58 H -4.355 7.175 -8.542
59 H -7.915 3.100 -10.013
60 H -9.028 3.822 -8.819
61 H -7.374 3.620 -8.379
62 H -8.889 8.334 -10.395
63 H -8.093 8.822 -8.940
64 H -8.843 7.293 -9.037
65 C -7.393 14.960 0.872
66 O -7.489 14.875 -0.541
67 P -8.682 13.862 -1.074
68 O -8.865 13.910 -2.533
69 O -8.197 12.451 -0.466
70 C -6.895 12.000 -0.587
71 O -10.017 14.216 -0.224
72 C -11.268 13.617 -0.680
73 H -7.832 14.165 1.476
74 H -7.793 15.936 1.146
75 H -6.320 14.942 1.066
76 H -6.909 10.943 -0.853
77 H -6.375 12.164 0.357
78 H -6.406 12.548 -1.393
79 H -12.137 14.025 -0.164
80 H -11.360 12.543 -0.521
81 H -11.436 13.769 -1.746
82 O -1.219 17.124 0.654
83 C -1.347 17.196 -0.563
84 O -0.764 18.111 -1.347
85 C -0.324 19.301 -0.720
86 C 0.456 20.195 -1.684
87 C -2.038 16.077 -1.286
88 H 0.347 19.163 0.127
89 H -1.184 19.846 -0.329
90 H 1.137 19.598 -2.289
91 H 1.027 20.973 -1.177
92 H -0.237 20.642 -2.397
93 H -2.647 15.458 -0.628
94 H -1.292 15.366 -1.640
95 H -2.658 16.462 -2.096

Computed properties:
**LUMO energy**: -12.3 eV
**Charge**: +2
**Orbital gap**: 1.5 eV